Entry 1:
A 9-piece molecular cluster, C32H46ClN2O16 overall, computed with ωB97M-V/def2-TZVPD.

Structure (ORCA input):
```
! RIJCOSX wB97M-V def2-TZVPD def2/J DEFGRID3
* xyz -1 1
Cl 0.421 0.905 0.421
O -0.109 1.282 1.703
O 1.791 0.445 0.529
O -0.429 -0.142 -0.107
O 0.385 2.053 -0.442
O -6.700 -1.342 2.499
C -5.531 -1.260 2.271
O -4.913 -2.035 1.351
C -3.493 -1.784 1.344
C -3.191 -0.821 2.456
C -4.536 -0.327 2.955
H -3.226 -1.384 0.364
H -2.916 -2.696 1.494
H -2.572 -0.002 2.092
H -2.657 -1.314 3.269
H -4.688 0.701 2.626
H -4.622 -0.395 4.035
O 2.595 5.460 -2.169
C 2.764 4.288 -2.310
O 3.352 3.526 -1.359
C 3.614 2.186 -1.846
C 3.424 2.293 -3.349
C 2.421 3.442 -3.524
H 2.917 1.456 -1.433
H 4.634 1.981 -1.529
H 2.946 1.394 -3.752
H 4.357 2.429 -3.896
H 1.412 3.044 -3.463
H 2.634 4.011 -4.422
O 2.613 -1.230 5.527
C 1.640 -0.577 5.765
O 1.270 -0.306 7.050
C -0.049 0.282 7.076
C -0.608 -0.122 5.713
C 0.627 0.026 4.825
H 0.075 1.367 7.132
H -0.624 -0.065 7.930
H -1.352 0.612 5.388
H -1.028 -1.125 5.708
H 0.841 1.063 4.577
H 0.433 -0.526 3.908
O -0.435 -3.440 2.418
C 0.532 -3.319 1.715
O 1.623 -2.687 2.150
C 2.718 -2.766 1.223
C 1.989 -2.968 -0.117
C 0.822 -3.846 0.315
H 3.370 -3.614 1.431
H 3.231 -1.811 1.286
H 2.573 -3.469 -0.893
H 1.771 -2.002 -0.561
H 0.992 -4.921 0.283
H -0.111 -3.684 -0.228
O 1.788 5.667 0.456
C 1.646 4.912 1.377
O 0.696 5.113 2.309
C 0.768 4.144 3.360
C 2.109 3.414 3.190
C 2.586 3.782 1.778
H -0.027 3.419 3.175
H 0.650 4.657 4.311
H 1.922 2.345 3.291
H 2.847 3.664 3.952
H 2.530 3.003 1.025
H 3.577 4.224 1.857
O -1.671 2.636 -4.007
C -2.209 1.594 -3.773
O -2.150 0.597 -4.704
C -2.929 -0.545 -4.324
C -3.713 -0.064 -3.085
C -2.908 1.105 -2.517
H -2.324 -1.416 -4.081
H -3.671 -0.760 -5.089
H -3.899 -0.873 -2.377
H -4.687 0.290 -3.426
H -2.228 0.906 -1.692
H -3.626 1.877 -2.238
N -1.316 -2.690 -2.175
C -2.485 -3.407 -2.007
C -2.404 -4.521 -2.794
C -1.168 -4.512 -3.450
C -0.546 -3.330 -3.107
H -1.062 -1.857 -1.664
H -3.236 -3.140 -1.282
H -3.212 -5.227 -2.904
H -0.807 -5.251 -4.146
H 0.428 -2.943 -3.366
N 1.899 -0.362 -2.603
C 2.610 -1.249 -3.364
C 2.163 -1.118 -4.651
C 1.219 -0.071 -4.692
C 1.040 0.360 -3.384
H 1.847 -0.299 -1.597
H 3.346 -1.922 -2.958
H 2.474 -1.746 -5.472
H 0.739 0.210 -5.615
H 0.394 1.115 -2.968
*
```

As for the HOMO-LUMO gap: 0.321 Eh. The value obtained for the highest occupied orbital energy is -6.46 eV. The molar mass comes out at 750.17 g mol⁻¹.

---

Entry 2:
FHO2PY as an isolated structure, computed with ωB97M-V/def2-TZVPD.

Structure (ORCA input):
```
! RIJCOSX wB97M-V def2-TZVPD def2/J DEFGRID3
* xyz 0 1
P -0.458 -1.115 0.649
F -1.618 -1.637 -0.513
O 0.774 -0.628 -0.254
O -1.087 0.302 1.035
Y 0.269 1.558 -0.116
H 2.120 1.521 -0.802
*
```

As for the HOMO-LUMO gap: 0.224 Eh. The value obtained for the highest occupied orbital energy is -8.17 eV. The molar mass comes out at 171.88 g mol⁻¹.

---

Entry 3:
One molecule with the formula C10H11N3O2, computed with ωB97M-V/def2-TZVPD.

Structure (ORCA input):
```
! RIJCOSX wB97M-V def2-TZVPD def2/J DEFGRID3
* xyz 0 1
C -0.695 2.908 -2.434
C -0.067 1.910 -3.163
C -0.941 2.715 -1.108
C 0.269 0.766 -2.532
C -0.671 1.445 -0.544
C 0.449 0.094 2.582
C -0.945 1.073 0.814
C 0.443 -1.877 1.231
C -1.017 -1.923 1.273
C 1.307 -2.849 0.390
N -0.064 0.493 -1.321
N 1.139 -0.965 1.949
N -0.272 0.835 1.857
O 2.378 -0.934 2.220
O -1.045 1.961 2.006
H -1.066 3.664 -3.076
H 0.269 2.155 -4.199
H -1.540 3.493 -0.541
H 0.774 -0.166 -3.080
H 0.949 0.388 3.440
H -1.758 -1.533 2.109
H -1.366 -2.980 1.111
H -1.308 -1.385 0.328
H 2.318 -2.517 0.647
H 1.125 -2.796 -0.690
H 1.338 -3.975 0.731
*
```

The energy relative to the best compared isomer or geometry (same formula, charge and spin) comes out at 225.9 kcal/mol. As for the HOMO-LUMO gap (alpha / beta): 0.272 / 0.272 Eh. The value obtained for the highest occupied orbital energy (alpha / beta) is -7.62 / -7.62 eV. The molar mass comes out at 205.22 g mol⁻¹.

---

Entry 4:
One molecule with the formula C7H12O, computed with ωB97M-V/def2-TZVPD.

Structure (ORCA input):
```
! RIJCOSX wB97M-V def2-TZVPD def2/J DEFGRID3
* xyz 0 1
C -0.096 2.140 -0.349
C -0.014 1.054 0.461
C -0.953 -0.030 0.354
C -0.950 -0.888 -0.590
C -1.817 -2.015 -0.547
O -1.725 -2.791 -1.730
C 1.168 0.731 1.371
C 2.419 0.828 0.557
H 0.356 3.039 -0.260
H -0.910 2.097 -1.058
H -1.461 -0.185 1.346
H -0.349 -0.755 -1.463
H -2.866 -2.014 -0.391
H -1.477 -2.916 -0.015
H -1.940 -2.256 -2.498
H 1.264 -0.238 1.779
H 1.044 1.566 2.098
H 2.573 -0.071 -0.051
H 2.421 1.607 -0.241
H 3.312 1.097 1.228
*
```

The energy relative to the best compared isomer or geometry (same formula, charge and spin) comes out at 71.3 kcal/mol. As for the HOMO-LUMO gap: 0.367 Eh. The SMILES is C=C(/C=C/CO)CC. The value obtained for the highest occupied orbital energy is -9.00 eV. The molar mass comes out at 112.17 g mol⁻¹.

---

Entry 5:
One molecule with the formula C5H11N, computed with ωB97M-V/def2-TZVPD.

Structure (ORCA input):
```
! RIJCOSX wB97M-V def2-TZVPD def2/J DEFGRID3
* xyz 0 1
C 1.553 -0.821 -0.686
C 0.695 -0.018 -0.007
C 1.242 1.309 0.545
C -0.699 -0.377 0.279
C -1.599 0.743 -0.288
N -1.081 -1.681 -0.360
H 1.395 -1.859 -1.162
H 2.618 -0.581 -0.588
H 2.293 1.317 0.199
H 0.873 2.314 0.170
H 1.332 1.341 1.741
H -0.963 -0.332 1.391
H -2.645 0.364 -0.248
H -1.354 1.020 -1.400
H -1.661 1.771 0.421
H -1.897 -2.114 0.385
H -0.102 -2.398 -0.394
*
```

The energy relative to the best compared isomer or geometry (same formula, charge and spin) comes out at 68.0 kcal/mol. As for the HOMO-LUMO gap: 0.373 Eh. The SMILES is C=C(C)[C@@H](C)N. The value obtained for the highest occupied orbital energy is -9.28 eV. The molar mass comes out at 85.15 g mol⁻¹.

---

Entry 6:
C36H36N8O2S2V as an isolated structure, computed with ωB97M-V/def2-TZVPD.

Structure (ORCA input):
```
! RIJCOSX wB97M-V def2-TZVPD def2/J DEFGRID3
* xyz -2 4
V 0.131 0.269 -0.753
O -1.547 0.685 -1.326
C -2.532 1.537 -1.212
C -3.730 1.330 -1.918
C -4.766 2.224 -1.777
C -4.654 3.350 -0.948
C -3.477 3.560 -0.267
C -2.404 2.671 -0.393
C -1.182 2.929 0.333
N -0.143 2.181 0.265
N 0.976 2.633 1.006
C 1.907 1.743 0.848
O 1.767 0.664 0.156
C 3.246 1.962 1.482
C 3.477 3.061 2.304
C 4.728 3.248 2.873
C 5.749 2.337 2.625
C 5.515 1.238 1.812
C 4.262 1.048 1.240
H -3.814 0.443 -2.529
H -5.693 2.044 -2.309
H -5.487 4.031 -0.832
H -3.370 4.411 0.397
H -1.130 3.817 0.963
H 2.668 3.756 2.483
H 4.906 4.102 3.515
H 6.727 2.485 3.068
H 6.302 0.519 1.623
H 4.059 0.192 0.613
N 2.624 -2.343 1.575
C 1.686 -3.218 2.288
C 1.182 -2.560 3.567
C -0.053 -1.673 3.408
N 0.160 -0.592 2.440
H 2.115 -1.494 1.340
H 2.828 -2.762 0.673
H 2.212 -4.144 2.541
H 0.825 -3.488 1.664
H 2.005 -1.961 3.975
H 0.943 -3.328 4.311
H -0.336 -1.297 4.401
H -0.900 -2.253 3.039
H 0.800 0.095 2.824
H -0.733 -0.126 2.294
S -0.087 -2.082 -0.931
C 0.430 -2.177 -2.606
N 0.228 -3.305 -3.242
N 0.753 -3.308 -4.556
C 2.064 -3.279 -4.880
C 3.081 -3.205 -3.912
C 4.409 -3.184 -4.302
C 4.787 -3.232 -5.640
C 3.781 -3.310 -6.599
C 2.448 -3.334 -6.236
N 1.114 -1.139 -3.218
N 1.154 -0.020 -2.513
C 2.073 0.912 -3.035
C 3.093 0.550 -3.920
C 4.000 1.504 -4.356
C 3.917 2.825 -3.929
C 2.895 3.187 -3.059
C 1.979 2.244 -2.622
H 0.075 -3.431 -5.285
H 2.813 -3.158 -2.866
H 5.169 -3.116 -3.532
H 5.830 -3.206 -5.926
H 4.038 -3.344 -7.653
H 1.678 -3.384 -6.998
H 3.165 -0.480 -4.242
H 4.789 1.203 -5.036
H 4.642 3.559 -4.261
H 2.807 4.209 -2.711
H 1.176 2.542 -1.957
S -3.187 0.167 2.183
C -4.890 -0.078 2.483
C -5.781 0.990 2.715
C -7.131 0.793 2.959
C -7.676 -0.488 2.982
C -6.822 -1.561 2.744
C -5.473 -1.361 2.501
H -5.375 1.995 2.694
H -7.770 1.654 3.133
H -8.731 -0.644 3.174
H -7.215 -2.573 2.746
H -4.824 -2.209 2.311
*
```

The energy relative to the best compared isomer or geometry (same formula, charge and spin) comes out at 0.0 kcal/mol. As for the HOMO-LUMO gap (alpha / beta): 0.210 / 0.210 Eh. The value obtained for the highest occupied orbital energy (alpha / beta) is -1.42 / -1.42 eV. The molar mass comes out at 727.82 g mol⁻¹.